No. 1
C13H24F5N3O5S | the ωB97M-V functional and the def2-TZVPD basis

Element x y z (Å)
C  -3.996  1.165  -2.943
C  -3.517  2.634  -3.571
C  -3.309  3.699  -2.303
C  -1.807  4.428  -2.346
C  -0.631  3.392  -1.771
C  -0.763  3.180  -0.130
C  -0.272  1.683  0.360
C  1.366  1.435  0.156
N  1.622  -0.080  0.296
N  2.926  -0.294  -0.121
C  1.355  -0.461  1.749
S  1.687  -2.260  2.155
O  2.865  -2.254  3.206
O  2.249  -3.092  0.939
C  0.177  -3.217  2.758
F  -0.760  -3.302  1.576
F  -0.472  -2.644  3.960
C  0.516  -4.805  3.137
F  1.821  -4.987  3.813
F  0.367  -5.615  1.903
F  -0.528  -5.243  4.136
C  -0.160  -0.007  2.230
N  -0.553  1.394  1.818
H  -4.850  0.695  -3.630
H  -3.079  0.421  -2.815
H  -4.470  1.277  -1.865
H  -2.552  2.544  -4.248
H  -4.386  3.008  -4.261
H  -4.168  4.513  -2.377
H  -3.443  3.156  -1.253
H  -1.902  5.403  -1.674
H  -1.560  4.801  -3.448
H  0.427  3.898  -1.991
H  -0.647  2.344  -2.341
H  -1.867  3.448  0.227
H  -0.032  3.962  0.391
H  -0.819  0.850  -0.273
H  1.660  1.855  -0.896
H  1.878  2.057  1.021
H  0.896  -0.568  -0.299
H  2.855  -1.072  -0.840
H  3.372  0.558  -0.526
H  2.103  0.211  2.392
H  -0.311  -0.063  3.408
H  -0.928  -0.754  1.760
H  -0.187  2.130  2.461
C  4.729  -6.006  -0.062
O  4.762  -4.827  -0.491
O  3.533  -6.294  0.431
O  5.602  -6.901  -0.030
H  3.205  -5.396  0.219

For the max |F|, the calculation gives 0.2039 Eh/bohr. The energy comes out at -1947.20697 Eh. The spin multiplicity is 1. The energy above the lowest of the compared OMol25 structures with the same formula, charge and spin is 173.4 kcal per mole. Its HOMO energy is -5.658 eV. For the gap between HOMO and LUMO, the calculation gives 3.688 eV.

The natural (NBO) scheme yields these atomic charges, measured in e: -0.6369 -0.4254 -0.4191 -0.4145 -0.4302 -0.4322 -0.0438 -0.2868 -0.2398 -0.6266 -0.2800 1.8154 -0.7828 -0.7843 0.4232 -0.3251 -0.3088 0.9496 -0.2763 -0.2771 -0.3167 -0.2779 -0.6352 0.2287 0.2029 0.2092 0.2110 0.2207 0.2271 0.1978 0.2185 0.2294 0.2172 0.2101 0.2554 0.2155 0.2006 0.2646 0.2519 0.4421 0.4225 0.3965 0.3038 0.2826 0.2303 0.3826 0.9281 -0.8657 -0.7485 -0.7778 0.4743

---

No. 2
C13H24I2NO13P3 | the ωB97M-V functional and the def2-TZVPD basis

Element x y z (Å)
C  -5.075  3.279  -3.389
C  -4.082  4.087  -4.172
I  -4.808  4.671  -6.048
C  -2.860  4.422  -3.757
I  -1.521  5.547  -4.894
C  -2.365  4.011  -2.444
C  -2.161  2.802  -1.897
P  -2.414  1.169  -2.612
N  -1.173  0.306  -2.283
O  -2.577  1.330  -4.182
O  -3.744  0.466  -2.086
C  -1.634  3.055  -0.517
O  -1.496  2.213  0.309
O  -1.321  4.368  -0.373
C  -1.933  5.039  -1.436
O  -2.088  6.216  -1.439
H  -6.067  3.698  -3.548
H  -4.875  3.265  -2.320
H  -5.119  2.265  -3.789
H  -0.496  0.808  -1.722
H  -3.392  0.937  -4.524
H  -3.566  0.150  -1.190
C  -0.039  -2.406  2.295
O  -0.945  -2.149  3.389
P  -0.686  -0.807  4.236
O  0.590  -0.970  4.958
O  -1.991  -0.969  5.148
C  -2.129  -2.131  5.958
O  -0.964  0.746  4.006
C  -0.322  1.358  2.859
H  -0.441  -3.230  1.713
H  0.053  -1.532  1.649
H  0.941  -2.680  2.681
H  -1.160  -2.490  6.304
H  -2.640  -2.920  5.405
H  -2.736  -1.858  6.819
H  -0.623  0.862  1.942
H  0.762  1.311  2.971
H  -0.637  2.394  2.816
C  6.641  -3.492  -0.988
O  5.613  -3.383  0.012
P  4.320  -2.463  -0.328
O  4.881  -1.093  -0.398
O  3.545  -2.840  1.013
C  4.179  -2.642  2.278
O  2.928  -2.367  -1.145
C  2.982  -2.478  -2.580
H  7.322  -4.277  -0.671
H  6.225  -3.761  -1.959
H  7.181  -2.549  -1.067
H  4.850  -1.783  2.252
H  4.731  -3.536  2.567
H  3.396  -2.462  3.012
H  3.415  -3.431  -2.888
H  3.562  -1.654  -3.000
H  1.962  -2.423  -2.948

For the max |F|, the calculation gives 0.1077 Eh/bohr. The energy comes out at -3162.20790 Eh. The spin multiplicity is 1. Its HOMO energy is -9.542 eV. For the gap between HOMO and LUMO, the calculation gives 7.738 eV.

The natural (NBO) scheme yields these atomic charges, measured in e: -0.6772 -0.1039 0.1951 -0.2568 0.2381 -0.0767 -0.4895 2.2197 -1.3044 -0.9597 -0.9812 0.7861 -0.5253 -0.4775 0.7522 -0.4662 0.2449 0.2308 0.2239 0.3824 0.5162 0.5301 -0.2606 -0.7821 2.5158 -1.1081 -0.8166 -0.2519 -0.7588 -0.2662 0.1975 0.1804 0.2009 0.1959 0.1769 0.1876 0.1871 0.1930 0.2066 -0.2599 -0.7631 2.4791 -1.1035 -0.8210 -0.2536 -0.7371 -0.2680 0.1970 0.1734 0.2048 0.1985 0.1811 0.1974 0.1712 0.1961 0.2094

---

No. 3
C13H24N5O5PdS2 | the ωB97M-V functional and the def2-TZVPD basis

Element x y z (Å)
Pd  0.160  0.522  1.282
C  3.163  2.291  4.919
O  2.707  3.175  3.841
C  2.019  2.568  2.808
O  0.786  2.503  2.753
N  2.834  1.985  1.863
N  2.234  0.822  1.285
H  2.426  1.474  5.029
H  3.170  2.948  5.795
H  4.152  1.843  4.854
H  3.848  1.931  1.995
H  2.454  -0.006  1.848
H  2.506  0.709  0.252
O  -0.869  2.475  -0.954
C  -0.391  1.727  -0.224
O  2.679  0.685  -1.393
S  2.062  0.456  -2.771
C  1.658  -1.305  -3.162
C  2.159  -1.470  -4.583
C  3.559  -0.785  -4.721
C  3.493  0.555  -3.989
H  0.543  -1.352  -3.083
H  2.212  -1.956  -2.487
H  1.471  -1.027  -5.271
H  2.278  -2.555  -4.907
H  3.796  -0.620  -5.807
H  4.375  -1.416  -4.371
H  3.154  1.384  -4.674
H  4.394  0.911  -3.494
C  -4.985  -1.023  1.935
C  -4.512  0.390  2.104
S  -3.177  1.014  1.043
O  -2.102  -0.059  1.394
C  -3.887  0.555  -0.592
C  -3.501  -0.763  -1.209
H  -5.840  -1.236  2.592
H  -4.185  -1.764  2.197
H  -5.321  -1.234  0.905
H  -4.018  0.449  3.103
H  -5.347  1.143  2.141
H  -3.587  1.385  -1.246
H  -5.019  0.538  -0.498
H  -2.460  -0.852  -1.509
H  -4.141  -0.961  -2.073
H  -3.679  -1.624  -0.566
N  0.613  -1.310  2.474
C  0.313  -2.319  1.906
N  -0.170  -3.313  1.260
C  -1.481  -3.557  1.115
N  -2.548  -3.929  0.893

For the max |F|, the calculation gives 0.0913 Eh/bohr. The energy comes out at -2082.64822 Eh. The spin multiplicity is 5. The energy above the lowest of the compared OMol25 structures with the same formula, charge and spin is 40.9 kcal per mole. The charge is +3. Its HOMO energy (spin up / spin down) is -18.278 / -18.266 eV. For the gap between HOMO and LUMO (spin up / spin down), the calculation gives 8.644 / 4.342 eV.

The natural (NBO) scheme yields these atomic charges, measured in e: 1.1414 -0.2668 -0.4955 0.9312 -0.5600 -0.4718 -0.6803 0.1858 0.2530 0.2059 0.4352 0.4101 0.4278 -0.3388 0.4917 -0.6331 1.3529 -0.5497 -0.4408 -0.4379 -0.5202 0.2782 0.2843 0.2448 0.3098 0.2978 0.2584 0.2851 0.3033 -0.6378 -0.5806 1.1962 -0.9960 -0.6020 -0.6276 0.2748 0.2265 0.2167 0.2594 0.2758 0.2415 0.2797 0.1844 0.2655 0.2369 -0.4499 0.5395 -0.3335 0.4040 -0.0754

---

No. 4
C13H25Ag2Cu2NO18S3 | the ωB97M-V functional and the def2-TZVPD basis

Element x y z (Å)
Ag  16.197  3.468  -14.462
Ag  12.690  3.213  -13.679
Cu  9.716  2.932  -15.617
Cu  15.188  1.794  -11.268
O  11.706  1.355  -14.882
C  12.612  0.403  -14.389
C  14.154  0.712  -14.172
O  14.681  1.940  -13.696
H  12.517  -0.554  -14.912
H  12.130  0.165  -13.417
H  14.569  0.495  -15.166
H  14.555  -0.153  -13.633
C  12.183  2.401  -18.639
N  10.788  2.886  -18.437
O  9.961  2.054  -18.051
O  10.573  4.056  -18.596
H  12.175  1.657  -19.435
H  12.440  1.867  -17.724
H  12.921  3.158  -18.880
O  16.264  2.368  -16.541
C  17.033  1.997  -17.424
O  18.196  1.457  -17.109
C  19.025  1.313  -18.276
C  18.350  2.184  -19.395
C  16.913  2.221  -18.903
H  19.194  0.287  -18.600
H  20.015  1.719  -18.083
H  18.447  1.740  -20.379
H  18.901  3.121  -19.347
H  16.409  1.382  -19.390
H  16.316  3.117  -19.062
C  12.446  -3.498  -13.351
C  13.765  -3.376  -14.141
O  13.855  -4.553  -14.910
S  12.558  -5.541  -14.697
O  12.984  -6.883  -14.520
O  11.571  -5.168  -15.672
O  12.145  -4.873  -13.300
H  11.585  -3.023  -13.835
H  12.628  -3.106  -12.352
H  14.610  -3.380  -13.447
H  13.831  -2.527  -14.829
C  17.155  -1.821  -15.403
C  17.484  -1.460  -13.961
O  18.456  -2.417  -13.569
S  19.429  -2.802  -14.821
O  19.560  -4.219  -14.830
O  20.608  -2.009  -14.856
O  18.378  -2.275  -15.949
H  16.759  -1.033  -16.041
H  16.462  -2.669  -15.394
H  16.733  -1.520  -13.167
H  17.951  -0.478  -13.803
C  8.912  -1.375  -13.886
C  8.740  -2.774  -14.429
O  7.703  -2.530  -15.412
S  6.738  -1.289  -15.053
O  5.441  -1.798  -14.678
O  6.769  -0.324  -16.099
O  7.591  -0.850  -13.784
H  9.411  -0.675  -14.567
H  9.484  -1.391  -12.959
H  8.354  -3.429  -13.640
H  9.555  -3.195  -15.019

For the max |F|, the calculation gives 0.1069 Eh/bohr. The energy comes out at -6686.74592 Eh. The spin multiplicity is 3. The charge is +4. Its HOMO energy (spin up / spin down) is -18.611 / -18.610 eV. For the gap between HOMO and LUMO (spin up / spin down), the calculation gives 6.149 / 2.213 eV.

The natural (NBO) scheme yields these atomic charges, measured in e: 0.9694 0.8735 0.9594 0.9570 -1.0308 -0.0881 -0.1049 -1.1437 0.1614 0.1209 0.1561 0.1337 -0.5034 0.5335 -0.4715 -0.2850 0.2629 0.2369 0.2468 -0.7408 0.8420 -0.4777 -0.0901 -0.4201 -0.5415 0.2026 0.2245 0.2583 0.2403 0.2610 0.2625 -0.1016 -0.0968 -0.6884 2.5192 -0.8012 -0.9069 -0.6629 0.1635 0.2166 0.1795 0.1821 -0.1164 -0.1180 -0.6009 2.4690 -0.4808 -0.5444 -0.5515 0.2530 0.2362 0.2374 0.2112 -0.1207 -0.1175 -0.5131 2.4787 -0.4599 -0.6344 -0.6358 0.2103 0.2494 0.2629 0.2769